1.
This record from the OMol25 dataset describes a molecular structure, C30H21CuFN4O5. The level of theory is wB97M-V/def2-TZVPD.

Output
molar mass: 600.07 u
<S²>: 0.7527
LUMO (alpha / beta): -0.761 / -1.030 eV
multiplicity: 2
HOMO level (alpha / beta): -0.28359 / -0.28358 Eh

Geometry (Å):
1 Cu 0.02690 0.34117 0.55161
2 O 3.88313 -2.40216 -4.51828
3 C 4.34069 -1.91709 -3.47293
4 O 5.49697 -1.78382 -3.04296
5 C 3.25709 -1.27487 -2.55272
6 C 1.91961 -1.27283 -2.92258
7 C 0.98311 -0.69728 -2.07940
8 N 1.33949 -0.18646 -0.90099
9 C 2.63349 -0.10274 -0.56907
10 C 3.62131 -0.64059 -1.37128
11 C 2.87593 0.70963 0.64412
12 C 4.12370 0.89735 1.22273
13 C 4.22755 1.74917 2.30820
14 C 3.09012 2.38213 2.78901
15 C 1.87798 2.11708 2.17966
16 N 1.78105 1.30926 1.12619
17 C -0.43627 -0.48581 -2.46246
18 C -1.07055 -1.29486 -3.40135
19 C -2.36730 -0.98764 -3.77444
20 C -2.98730 0.11220 -3.20003
21 C -2.28261 0.84493 -2.25691
22 N -1.03815 0.56106 -1.89303
23 H 1.66874 -1.69543 -3.88647
24 H 4.67711 -0.58565 -1.14291
25 H 4.98840 0.38702 0.82605
26 H 5.18799 1.91501 2.77746
27 H 3.13009 3.05121 3.63583
28 H 0.95507 2.53780 2.55108
29 H -0.55618 -2.14735 -3.82201
30 H -2.88605 -1.59742 -4.50229
31 H -3.99526 0.39513 -3.46945
32 H -2.73718 1.70197 -1.77196
33 C -5.79026 -0.97958 4.97943
34 C -6.14184 -1.00582 3.49935
35 C -6.96224 -2.24260 3.16433
36 C -7.34638 -2.24273 1.69718
37 C -6.11336 -2.14719 0.84704
38 C -6.08547 -2.67695 -0.42226
39 C -4.93268 -2.58906 -1.19678
40 F -4.95738 -3.12082 -2.43004
41 C -3.79812 -1.98813 -0.73899
42 C -3.80508 -1.43649 0.54958
43 C -2.59968 -0.76599 1.02521
44 O -1.61486 -0.70169 0.24566
45 C -2.66512 -0.22144 2.33141
46 C -3.82369 -0.34985 3.05050
47 N -4.93166 -0.96912 2.63160
48 C -4.95467 -1.51837 1.34946
49 C -1.50678 0.46211 3.02810
50 O -1.69337 0.96832 4.12321
51 O -0.36805 0.40516 2.42523
52 H -6.69699 -1.18245 5.54797
53 H -5.40959 -0.01740 5.31494
54 H -5.05753 -1.75089 5.22039
55 H -6.73171 -0.11663 3.25073
56 H -7.85018 -2.24932 3.79624
57 H -6.37923 -3.13569 3.40709
58 H -8.00146 -1.39017 1.49089
59 H -7.90551 -3.14151 1.43644
60 H -6.95744 -3.17267 -0.82935
61 H -2.90277 -1.92772 -1.34242
62 H -3.82862 0.08165 4.03948

Atomic forces in eV per Å
Cu 0.601 -0.004 0.363
O -0.025 -0.145 0.104
C 0.034 0.444 -0.204
O -0.040 -0.149 0.082
C -0.012 -0.153 0.026
C 0.034 0.015 0.041
C 0.016 -0.067 -0.074
N -0.439 0.046 -0.061
C 0.116 -0.054 -0.085
C -0.080 0.003 0.061
C 0.095 -0.011 -0.072
C -0.071 0.026 -0.050
C -0.054 0.010 -0.009
C 0.011 -0.013 -0.031
C 0.061 0.054 0.088
N -0.198 -0.171 0.165
C -0.065 0.001 -0.132
C -0.012 0.012 0.042
C 0.019 0.079 -0.056
C 0.057 0.017 -0.015
C -0.053 0.008 -0.080
N 0.141 0.137 -0.271
H 0.000 0.014 -0.005
H 0.007 -0.004 0.006
H 0.008 -0.008 -0.010
H 0.004 0.001 0.002
H 0.005 0.008 -0.001
H -0.023 -0.032 0.011
H 0.007 0.003 -0.008
H -0.007 -0.007 0.007
H -0.011 0.000 0.004
H -0.012 0.004 -0.006
C 0.001 0.029 -0.010
C -0.040 -0.006 0.023
C 0.013 0.042 -0.003
C -0.039 -0.017 0.013
C 0.036 0.002 -0.036
C 0.010 0.025 0.022
C 0.026 0.030 0.061
F 0.009 -0.019 -0.061
C 0.009 -0.045 0.022
C -0.046 -0.034 0.014
C -0.073 0.015 0.211
O 0.193 -0.215 0.107
C 0.083 0.062 -0.066
C 0.033 -0.006 -0.007
N 0.043 -0.004 0.026
C 0.017 -0.008 -0.088
C -0.154 -0.194 0.045
O 0.006 -0.045 -0.118
O -0.165 0.394 -0.102
H -0.004 0.008 0.000
H 0.014 0.005 0.001
H 0.001 -0.011 0.000
H -0.017 -0.033 0.006
H 0.007 0.018 0.004
H 0.004 -0.007 0.001
H -0.011 -0.009 0.009
H 0.006 0.002 -0.002
H -0.008 -0.007 0.001
H -0.063 -0.036 0.078
H -0.005 0.001 0.019

In the Mulliken picture, each atom carries the following charge in e: 0.16 -0.72 0.46 -0.72 -0.47 -0.54 0.74 -0.13 0.48 -0.62 1.10 -0.68 -0.36 -0.75 0.19 -0.09 0.73 -0.83 -0.56 -0.45 -0.29 -0.38 0.55 0.56 0.39 0.45 0.40 0.40 0.41 0.43 0.43 0.41 -1.83 0.51 -0.97 -1.05 1.15 -0.89 -0.04 -0.36 -1.24 0.78 1.47 -0.91 -0.42 -0.28 0.21 -0.64 0.25 -0.72 -0.86 0.44 0.52 0.40 0.13 0.38 0.33 0.33 0.46 0.52 0.87 0.70


2.
This record from the OMol25 dataset describes a molecular structure, C30H21F2MoN7Se. The level of theory is wB97M-V/def2-TZVPD.

Output
molar mass: 692.44 u
LUMO (alpha / beta): -7.424 / -7.314 eV
total charge: +2
HOMO level (alpha / beta): -0.50727 / -0.50402 Eh

Geometry (Å):
1 Mo 0.34201 0.20703 0.67865
2 N -3.36152 1.26053 -1.38937
3 C -2.35756 0.60780 -0.85379
4 N -1.40510 1.17993 -0.13557
5 C -1.50547 2.56140 0.13427
6 N -0.69738 3.10612 0.97152
7 N 0.16403 2.16743 1.50646
8 C 0.81854 2.51343 2.55605
9 C 1.64010 1.47889 3.14447
10 C 2.46682 1.68235 4.23118
11 C 3.23991 0.62210 4.68791
12 C 3.14679 -0.59349 4.03716
13 C 2.27756 -0.73104 2.96278
14 N 1.52613 0.27949 2.52087
15 C -2.55146 3.33350 -0.51626
16 C -2.65414 4.71972 -0.38111
17 C -3.68444 5.39097 -1.00588
18 C -4.62552 4.69310 -1.76478
19 C -4.54113 3.32107 -1.90764
20 C -3.49900 2.65699 -1.27995
21 H -4.05317 0.74132 -1.91335
22 H -2.31915 -0.46119 -1.01399
23 H 0.72136 3.51343 2.96393
24 H 2.50646 2.65507 4.70188
25 H 3.90289 0.74938 5.53240
26 H 3.73453 -1.44448 4.35044
27 H 2.18266 -1.67230 2.44267
28 H -1.92138 5.24679 0.21298
29 H -3.76650 6.46397 -0.90541
30 H -5.43110 5.22880 -2.24769
31 H -5.27009 2.77720 -2.49511
32 F -1.57999 -2.94617 4.56425
33 C -1.22685 -2.86699 3.28559
34 C -0.60830 -1.70605 2.83735
35 C -0.25702 -1.60019 1.49481
36 C -0.52057 -2.67146 0.61083
37 C -1.09148 -3.82534 1.13321
38 F -1.34442 -4.86456 0.33278
39 C -1.45389 -3.94864 2.46256
40 C -0.28838 -2.40100 -0.81147
41 C -0.39465 -3.30670 -1.86229
42 C -0.22240 -2.86433 -3.16188
43 C 0.04468 -1.52228 -3.39973
44 C 0.17790 -0.68254 -2.31738
45 N 0.02334 -1.10419 -1.05179
46 H -0.42096 -0.92218 3.55870
47 H -1.90613 -4.85803 2.83281
48 H -0.60652 -4.34344 -1.66085
49 H -0.29485 -3.56327 -3.98440
50 H 0.18257 -1.13783 -4.39989
51 H 0.43060 0.36126 -2.44626
52 Se 2.55816 0.64498 -0.27720
53 C 3.01677 -0.54738 -1.70620
54 C 3.38895 -0.03400 -2.93845
55 C 3.71403 -0.93450 -3.94621
56 N 3.68166 -2.25425 -3.79108
57 C 3.36046 -2.72756 -2.59049
58 C 3.02812 -1.92048 -1.51109
59 H 3.42219 1.03160 -3.12394
60 H 4.00532 -0.57262 -4.92570
61 H 3.37087 -3.80653 -2.48023
62 H 2.78509 -2.36063 -0.55211

Atomic forces in eV per Å
Mo 0.404 0.213 -0.613
N -0.004 0.009 0.007
C -0.023 -0.057 0.029
N 0.126 0.004 0.056
C 0.038 0.030 0.025
N 0.008 -0.026 -0.006
N -0.007 -0.058 -0.012
C -0.002 -0.036 0.004
C -0.077 0.023 -0.088
C 0.037 -0.017 0.033
C -0.011 0.041 0.002
C -0.021 -0.025 -0.027
C 0.055 0.023 0.053
N -0.019 0.032 0.019
C 0.010 0.003 -0.004
C 0.001 -0.001 -0.009
C -0.002 -0.005 0.000
C 0.005 0.002 0.003
C 0.000 0.005 -0.002
C 0.011 -0.022 0.004
H -0.002 0.000 0.004
H 0.009 0.013 0.004
H 0.003 -0.010 0.004
H -0.002 -0.001 0.001
H 0.001 0.001 0.001
H 0.000 -0.001 -0.002
H 0.005 -0.002 -0.004
H 0.001 0.001 0.001
H 0.000 0.001 -0.001
H -0.001 0.001 0.000
H -0.001 -0.001 0.000
F -0.001 0.001 0.002
C -0.005 -0.008 -0.007
C -0.032 -0.037 -0.029
C 0.073 -0.071 0.095
C 0.009 0.081 -0.068
C -0.018 -0.013 -0.016
F -0.002 -0.003 0.006
C 0.007 0.015 0.003
C 0.008 -0.030 0.081
C 0.013 -0.008 -0.001
C 0.003 0.043 -0.003
C -0.008 -0.008 -0.015
C -0.017 -0.059 -0.038
N 0.016 0.099 0.148
H -0.001 -0.006 0.001
H 0.000 -0.002 -0.002
H -0.003 -0.004 0.002
H 0.000 0.000 -0.003
H 0.000 -0.005 -0.003
H 0.006 0.028 0.007
Se -0.506 -0.141 0.411
C -0.098 0.007 -0.020
C -0.012 -0.009 -0.012
C -0.005 0.007 -0.014
N -0.008 -0.008 0.007
C 0.015 -0.003 0.018
C 0.020 -0.009 -0.027
H 0.000 0.000 -0.004
H 0.001 0.000 0.003
H 0.000 -0.001 -0.006
H 0.002 0.006 0.000

In the Mulliken picture, each atom carries the following charge in e: -0.46 0.12 -0.75 0.18 0.17 -1.30 0.80 -0.33 0.50 -0.81 -0.46 -0.93 -0.27 0.27 0.61 -0.35 -0.80 -0.44 -0.92 0.27 0.33 0.70 0.44 0.51 0.46 0.47 0.52 0.50 0.45 0.43 0.41 -0.31 -0.06 0.18 0.61 -0.25 0.59 -0.31 -0.75 0.49 -0.84 -0.75 -1.15 -0.50 1.23 0.69 0.55 0.65 0.48 0.53 0.57 0.12 0.12 -0.27 -0.47 -0.53 -0.68 0.08 0.45 0.38 0.41 0.42


3.
This record from the OMol25 dataset describes a single C30H21N5 molecule at a distorted geometry. The level of theory is wB97M-V/def2-TZVPD.

Output
molar mass: 451.53 u
LUMO: -0.578 eV
HOMO level: -0.26141 Eh

Geometry (Å):
1 C -0.79554 1.66637 0.75219
2 C -2.02115 0.88768 0.86452
3 C -2.48098 0.28495 -0.31711
4 N -2.89752 -0.20262 -1.29698
5 C -2.96258 0.89113 1.97999
6 N -3.69927 0.85967 2.91629
7 C -0.49996 2.31521 2.11411
8 C -0.30924 1.54776 3.30584
9 C 0.24206 2.14563 4.48014
10 C 0.55792 3.52002 4.51068
11 C 0.32272 4.30829 3.35641
12 C -0.19766 3.69411 2.17660
13 H -0.77901 2.48825 -0.05752
14 H -0.51020 0.47294 3.25838
15 H 0.39554 1.52792 5.38279
16 H 1.01113 3.98670 5.42596
17 H 0.51846 5.38557 3.40149
18 H -0.27411 4.34582 1.30229
19 C 2.99541 4.28259 -2.09286
20 C 2.47340 4.09098 -0.81184
21 C 1.88619 2.87565 -0.49019
22 C 1.69793 1.90380 -1.47664
23 N 0.91306 0.75142 -1.17503
24 C 0.20652 0.39086 -0.07741
25 N -0.13657 -0.95158 -0.35958
26 C -1.00341 -1.79986 0.39700
27 C -0.95809 -1.74369 1.77555
28 C -1.87221 -2.47615 2.54269
29 C -2.73450 -3.40493 1.93313
30 C -2.86514 -3.36979 0.54275
31 C -2.02195 -2.55318 -0.24331
32 C 0.43957 -1.30989 -1.60386
33 C 0.49831 -2.65790 -2.21905
34 C 0.51619 -2.77089 -3.63162
35 C 0.70718 -4.02777 -4.19336
36 C 0.84899 -5.15591 -3.38087
37 C 0.80486 -5.03993 -1.98797
38 C 0.55920 -3.80813 -1.40643
39 N 1.02786 -0.26960 -2.11521
40 C 2.18181 2.10732 -2.79979
41 C 2.87521 3.29794 -3.08200
42 H 3.57421 5.17013 -2.31598
43 H 2.54649 4.87098 -0.06305
44 H 1.46307 2.70029 0.49503
45 H -0.19892 -1.10650 2.25775
46 H -1.85124 -2.44428 3.62569
47 H -3.33855 -4.13240 2.51188
48 H -3.62739 -3.97431 0.01622
49 H -2.15535 -2.53674 -1.31878
50 H 0.37476 -1.89274 -4.26547
51 H 0.79315 -4.13935 -5.27683
52 H 1.08119 -6.12392 -3.84913
53 H 0.95966 -5.93665 -1.40152
54 H 0.43876 -3.74817 -0.32568
55 H 1.98082 1.37141 -3.60380
56 H 3.29893 3.43547 -4.08648

Atomic forces in eV per Å
C -0.819 -0.386 0.205
C -2.108 0.239 0.346
C -1.842 0.256 -1.320
N 0.680 0.858 0.991
C -0.796 -0.061 1.856
N 2.327 0.074 -3.047
C 2.025 -0.015 0.628
C 0.650 1.000 -0.181
C -0.615 -0.140 -0.725
C -0.024 0.172 -0.388
C -0.558 -1.258 0.185
C 0.632 0.331 0.896
H 0.264 -1.489 0.910
H -0.008 0.585 0.287
H -0.074 0.371 -0.669
H -0.586 -0.578 -1.026
H -0.045 -0.497 -0.236
H -0.181 -0.397 0.073
C 0.287 -0.297 -0.093
C 0.341 -0.278 -0.489
C -0.659 -0.258 -0.221
C 0.036 1.061 -0.707
N 0.093 -1.656 -0.559
C 0.164 0.195 -1.032
N 1.031 0.971 -0.314
C -1.156 -0.607 -0.046
C 0.051 0.104 0.607
C 0.167 -1.146 -0.166
C -0.155 0.530 -0.069
C 0.523 0.134 -0.870
C 0.286 -0.533 1.054
C -0.461 1.144 1.041
C -0.591 -0.135 -0.225
C 0.101 -0.059 0.827
C 0.043 -0.213 -0.037
C 0.526 0.044 -0.123
C -0.239 -0.205 -0.832
C 0.375 0.381 -0.176
N 0.151 -0.068 0.719
C -0.262 0.064 0.294
C -0.421 -0.574 0.407
H -0.222 0.129 0.006
H 0.083 -0.095 -0.030
H 0.339 0.083 -0.081
H -0.455 -0.465 -0.312
H 0.165 0.175 -0.083
H 0.398 0.845 -0.272
H 0.585 0.348 0.468
H 0.112 0.117 0.230
H 0.184 -0.227 0.327
H -0.184 0.090 0.347
H -0.257 0.481 0.304
H -0.153 0.145 0.192
H 0.246 0.132 -0.295
H 0.250 0.539 0.851
H -0.248 0.041 0.573

In the Mulliken picture, each atom carries the following charge in e: 1.29 -0.15 0.15 -0.83 -0.60 -0.73 0.38 -0.04 -0.83 -0.39 -0.80 -0.23 0.87 0.16 0.36 0.32 0.38 0.45 -0.48 -0.83 -0.10 0.55 0.79 -0.47 0.50 -0.45 -0.30 -0.88 -0.57 -0.81 0.27 0.37 0.23 -0.47 -0.63 -0.28 -0.87 0.10 -0.97 -0.50 -0.59 0.37 0.42 0.62 0.86 0.40 0.38 0.36 0.56 0.41 0.36 0.35 0.41 0.44 0.35 0.35


- Look up the molar mass of the second one.
  692.44 u


- Which value of molar mass does entry 1 give?
  600.07 u